Entry 1:
The following is a DFT calculation (the ωB97M-V functional and the def2-TZVPD basis) of a cluster of 4 separate species, CH8N4 in total at a distorted geometry.

Properties
- HOMO-LUMO gap: 9.846 eV
- Energy: -7124.3794 eV
- Energy above the lowest of the compared OMol25 structures with the same formula, charge and spin: 75.9 kcal/mol

```
13
Properties=species:S:1:pos:R:3:mulliken_charge:R:1
N -0.3505 0.7325 1.5865 -0.430
N -0.7257 1.9898 1.0113 -0.517
H -1.1705 1.7923 0.1194 0.228
H 0.1022 2.5599 0.8208 0.235
H -0.2865 0.8541 2.5935 0.252
H -1.0691 -0.7478 0.8037 0.103
N 0.5610 -1.4654 -2.1420 -0.405
C 1.0242 -0.8146 -1.0839 0.338
N 1.6329 -0.0700 -0.4404 -0.496
H 1.2431 -1.8772 -2.7611 0.254
H -0.2916 -1.9808 -2.0051 0.274
H 0.5595 0.4060 1.2257 0.232
H -1.2288 -1.3789 0.2716 -0.066
```

---

Entry 2:
The following is a DFT calculation (the ωB97M-V functional and the def2-TZVPD basis) of a structure of composition CH8N4 at a distorted geometry.

Properties
- Charge: +2
- HOMO-LUMO gap (alpha / beta): 8.820 / 8.905 eV
- Energy: -7104.0246 eV
- Energy above the lowest of the compared OMol25 structures with the same formula, charge and spin: 28.2 kcal/mol

```
13
Properties=species:S:1:pos:R:3:mulliken_charge:R:1
C -0.1066 0.4831 -1.0999 -0.499
N 0.6343 -0.7138 -0.7652 0.214
N 0.1045 1.2529 0.1087 0.067
N 0.2081 -1.2999 0.3108 -0.417
N -0.2829 0.6255 1.2093 -0.233
H 0.2814 0.9909 -1.9868 0.396
H -1.1701 0.2483 -1.2461 0.338
H 1.6369 -0.7588 -0.9909 0.342
H 0.9288 1.8564 0.1611 0.331
H -1.1047 -1.5477 0.3287 0.478
H 0.7761 -1.9885 0.8057 0.322
H 0.1558 0.9011 2.0928 0.329
H -1.2942 0.4575 1.2966 0.331
```

---

Entry 3:
The following is a DFT calculation (the ωB97M-V functional and the def2-TZVPD basis) of a cluster of 2 separate species, CH8NO in total at a distorted geometry.

Properties
- HOMO-LUMO gap (alpha / beta): 4.484 / 12.568 eV
- 2S+1: 2
- Energy: -4700.6838 eV
- Energy above the lowest of the compared OMol25 structures with the same formula, charge and spin: 12.2 kcal/mol

```
11
Properties=species:S:1:pos:R:3:mulliken_charge:R:1
C -1.2715 1.3223 -0.3362 -1.215
N -0.3057 0.2100 -0.3972 -1.658
H -0.7246 2.2825 -0.1708 0.326
H -1.8433 1.4219 -1.2703 0.439
H -1.9684 1.0795 0.4638 0.382
H 0.5898 0.6003 -0.3022 0.576
H -0.4854 -0.4252 -1.2752 0.815
H -0.5360 -0.3965 0.4672 0.519
H 2.3033 -1.4551 0.3266 0.402
H 1.2425 -2.2175 1.0676 0.407
O 1.3988 -1.2867 0.6863 -0.992
```

---

Entry 4:
The following is a DFT calculation (the ωB97M-V functional and the def2-TZVPD basis) of a cluster of 2 separate species, CH8NO in total at a distorted geometry.

Properties
- Charge: +1
- HOMO-LUMO gap: 12.174 eV
- Energy: -4696.7236 eV
- Energy above the lowest of the compared OMol25 structures with the same formula, charge and spin: 30.5 kcal/mol

```
11
Properties=species:S:1:pos:R:3:mulliken_charge:R:1
O 0.6848 2.1802 0.5101 -0.659
H 0.0533 2.9097 0.4510 0.341
H 0.7825 -0.2423 -0.3814 0.335
H 1.1005 1.8765 1.2673 0.332
C -0.5337 -1.8699 0.0066 -0.733
N -0.1714 -0.5200 -0.6092 -0.298
H -1.5980 -2.2410 -0.2790 0.321
H -0.6796 -1.6185 1.1064 0.322
H 0.2676 -2.7591 -0.1243 0.322
H -0.2901 -0.6884 -1.6841 0.391
H -0.7128 0.1811 -0.2114 0.326
```

---

Entry 5:
The following is a DFT calculation (the ωB97M-V functional and the def2-TZVPD basis) of a cluster of 2 separate species, CH8NO in total at a distorted geometry.

Properties
- Charge: +1
- HOMO-LUMO gap: 10.715 eV
- Energy: -4696.6394 eV
- Energy above the lowest of the compared OMol25 structures with the same formula, charge and spin: 32.4 kcal/mol

```
11
Properties=species:S:1:pos:R:3:mulliken_charge:R:1
N -1.4069 0.4021 -1.4975 -0.436
H -1.7738 -0.3877 -2.0445 0.394
H -1.3003 0.0396 -0.5132 0.351
H -1.9640 1.2115 -1.5161 0.372
H -0.4287 0.6978 -1.5885 0.347
C 1.4659 -0.3519 0.9126 -0.560
O 0.1596 -0.0054 0.8605 -0.595
H 1.8777 -0.0971 -0.0635 0.209
H 1.5644 -1.4753 0.9463 0.284
H 2.2069 0.0701 1.5807 0.268
H -0.4058 -0.7189 1.3221 0.366
```

---

Entry 6:
The following is a DFT calculation (the ωB97M-V functional and the def2-TZVPD basis) of a cluster of 3 separate species, CH8NO2 in total at a distorted geometry.

Properties
- Charge: +1
- HOMO-LUMO gap: 10.302 eV
- Energy: -6744.3756 eV
- Energy above the lowest of the compared OMol25 structures with the same formula, charge and spin: 21.9 kcal/mol

```
12
Properties=species:S:1:pos:R:3:mulliken_charge:R:1
C -0.5928 -0.7195 0.2961 -0.172
N -0.1194 0.4677 0.3364 -0.072
H -0.0651 -1.4920 0.8561 0.335
H -1.6249 -0.9096 0.0057 0.278
H -0.4482 1.1239 -0.4114 0.352
H 0.5560 0.7161 1.0507 0.286
H -1.3077 1.9391 -2.3653 0.351
H -2.1056 2.6368 -1.1909 0.331
O -1.6312 1.8541 -1.4408 -0.706
H 2.3901 -1.8883 0.1469 0.342
H 2.8290 -1.6893 1.6441 0.336
O 2.1199 -2.0391 1.0725 -0.660
```

---

Entry 7:
The following is a DFT calculation (the ωB97M-V functional and the def2-TZVPD basis) of a cluster of 4 separate species, CH8NO5 in total at a distorted geometry.

Properties
- Charge: -1
- HOMO-LUMO gap: 9.459 eV
- Energy: -12897.3948 eV
- Energy above the lowest of the compared OMol25 structures with the same formula, charge and spin: 8.7 kcal/mol

```
15
Properties=species:S:1:pos:R:3:mulliken_charge:R:1
N 1.1279 -1.6872 0.7670 -0.503
C -0.0473 -0.8741 0.5100 0.846
O 0.2012 0.3400 0.1869 -0.987
O -1.1279 -1.3704 0.6215 -0.727
H 1.9982 -1.2150 0.6473 0.225
H 1.1189 -2.4013 1.4591 0.181
H 0.3351 1.5368 -1.9730 0.321
H -1.0165 1.4201 -2.7027 0.351
O -0.1508 1.7389 -2.7901 -0.680
H 1.4163 0.6182 1.4621 0.388
H 1.8278 1.7823 2.2501 0.278
O 2.0255 0.9069 2.1314 -0.657
H -1.3266 0.5316 -0.6745 0.389
H -2.3340 -0.5326 -0.6621 0.363
O -2.1518 0.2990 -1.1790 -0.787
```

---

Entry 8:
The following is a DFT calculation (the ωB97M-V functional and the def2-TZVPD basis) of a cluster of 2 separate species, CH8NS2 in total at a distorted geometry.

Properties
- Charge: +1
- HOMO-LUMO gap: 8.112 eV
- Energy: -24319.5559 eV
- Energy above the lowest of the compared OMol25 structures with the same formula, charge and spin: 29.6 kcal/mol

```
12
Properties=species:S:1:pos:R:3:mulliken_charge:R:1
N -2.2022 -0.8988 -1.2215 -0.331
H -2.8994 -0.3361 -0.8232 0.399
H -1.2513 -0.5220 -0.9370 -0.005
H -2.3426 -0.6341 -2.2125 0.416
H -2.2015 -1.9145 -1.1535 0.418
C 1.6988 1.2148 1.6788 -0.794
S 0.3083 0.4123 0.7765 0.037
S 0.9293 -0.6223 -1.0321 -0.305
H 2.4518 1.3992 1.0127 0.323
H 1.2468 2.0835 2.2616 0.299
H 2.0084 0.4072 2.3694 0.332
H 2.2536 -0.5893 -0.7192 0.211
```

---

Entry 9:
The following is a DFT calculation (the ωB97M-V functional and the def2-TZVPD basis) of a cluster of 3 separate species, CH8O2S2 in total at a distorted geometry.

Properties
- Structure (SMILES): CSS.O.O
- HOMO-LUMO gap: 8.909 eV
- Energy: -26931.2510 eV
- Energy above the lowest of the compared OMol25 structures with the same formula, charge and spin: 29.1 kcal/mol

```
13
Properties=species:S:1:pos:R:3:mulliken_charge:R:1
C 1.5907 -0.2465 -0.8141 -0.755
S 1.0349 -0.3328 0.9576 -0.126
S -0.6846 -1.5538 0.6091 -0.208
H 2.6495 -0.2168 -0.6026 0.291
H 1.3282 0.6923 -1.2738 0.278
H 1.4927 -1.0325 -1.5955 0.343
H -0.0259 -2.3757 -0.4476 0.199
H -1.5214 0.9610 -1.7735 0.329
H -0.6715 2.2550 -2.3642 0.311
O -0.7616 1.2820 -2.3934 -0.648
H -0.9088 1.3238 1.0511 0.262
H -0.6979 2.8059 0.9088 0.315
O -1.3378 2.1246 0.6329 -0.591
```

---

Entry 10:
The following is a DFT calculation (the ωB97M-V functional and the def2-TZVPD basis) of a cluster of 3 separate species, CH8O3 in total.

Properties
- Structure (SMILES): CO.O.O
- HOMO-LUMO gap: 10.329 eV
- Energy: -7308.7571 eV
- Energy above the lowest of the compared OMol25 structures with the same formula, charge and spin: 6.1 kcal/mol

```
12
Properties=species:S:1:pos:R:3:mulliken_charge:R:1
C 1.0517 -1.8263 0.4277 -0.514
O 1.2795 -0.8567 -0.5794 -0.461
H 0.5699 -2.7185 0.0362 0.255
H 1.9935 -2.1544 0.8674 0.237
H 0.4565 -1.4085 1.2478 0.204
H 0.4208 -0.6715 -0.9717 0.272
H -0.5866 1.4909 -0.8717 0.370
H -0.0527 2.6229 -1.7250 0.286
O -0.0001 1.6647 -1.6257 -0.617
H -2.4860 1.3891 0.9493 0.300
H -1.0677 1.3404 1.5170 0.329
O -1.5789 1.1278 0.7281 -0.662
```